Entry from the Open Molecules 2025 dataset: 2 unconnected molecules or ions with the total composition C4H12N2O3 at a distorted geometry (ωB97M-V/def2-TZVPD).

ORCA input file:
```
! wB97M-V def2-TZVPD RIJCOSX def2/J DEFGRID3
* xyz 0 3
C 3.107 -1.014 -0.449
C -2.842 0.306 0.024
C -1.803 1.230 -0.561
C 1.907 -0.026 -0.080
N 0.988 -0.834 0.773
N -2.241 -0.855 0.474
O 0.939 -0.439 1.910
O 2.312 1.208 0.426
O -0.910 0.462 -1.324
H 3.627 -1.019 0.527
H 2.817 -1.852 -1.093
H 3.766 -0.433 -1.219
H -3.518 0.021 -0.892
H -3.459 0.828 0.781
H -2.248 2.059 -1.096
H -1.142 1.779 0.279
H 1.198 0.219 -0.966
H -2.847 -1.673 0.671
H -1.665 -0.630 1.275
H -0.707 -0.406 -0.754
H 2.722 1.069 1.295
*
```

For the HOMO-LUMO gap (alpha / beta), the calculation gives 9.09 / 8.30 eV. Its lowest unoccupied orbital energy (alpha / beta) is 0.9 / -1.2 eV.

Results of the Mulliken charge analysis, in e, for atoms 1 through 4: number 1, C, carries -1.088; number 2, C, carries -0.235; number 3, C, carries -0.479; number 4, C, carries 0.304

Entry from the Open Molecules 2025 dataset: C4H12N2O4 in the gas phase at a distorted geometry (ωB97M-V/def2-TZVPD).

ORCA input file:
```
! wB97M-V def2-TZVPD RIJCOSX def2/J DEFGRID3
* xyz 0 1
C -2.311 -0.461 0.731
C -1.507 0.640 0.048
C -0.173 0.183 -0.583
N -0.236 -1.020 -1.378
O 0.304 1.197 -1.453
C 0.927 -0.037 0.493
O 1.151 1.182 1.128
O 0.562 -1.049 1.370
N 2.189 -0.534 -0.074
O 3.069 0.489 -0.475
H -3.193 -0.028 1.197
H -1.717 -0.949 1.497
H -2.641 -1.209 0.012
H -1.274 1.424 0.772
H -2.098 1.085 -0.758
H -0.901 -0.895 -2.132
H -0.527 -1.793 -0.793
H 0.349 2.012 -0.936
H 2.018 1.142 1.561
H 1.445 -1.360 1.712
H 1.973 -1.125 -0.880
H 2.590 1.106 -1.059
*
```

As for the SMILES: CC[C@@](N)(O)C(O)(O)NO. For the HOMO-LUMO gap, the calculation gives 10.36 eV. Its lowest unoccupied orbital energy is 0.7 eV.

Results of the Mulliken charge analysis, in e, for atoms 1 through 4: number 1, C, carries -1.242; number 2, C, carries -0.830; number 3, C, carries 0.786; number 4, N, carries -0.758

Entry from the Open Molecules 2025 dataset: a gas-phase ion, C4H12N2P (charge +1) at a distorted geometry (ωB97M-V/def2-TZVPD).

ORCA input file:
```
! wB97M-V def2-TZVPD RIJCOSX def2/J DEFGRID3
* xyz 1 1
C 1.750 0.635 -0.167
C 0.519 -1.398 0.206
C -0.510 1.133 -0.195
C -2.183 -1.087 -0.426
N -0.729 2.329 0.365
N 1.735 -0.632 0.565
P -0.972 -0.375 0.766
H 2.019 0.510 -1.204
H 2.272 1.432 0.335
H 0.501 -1.545 -0.875
H 0.516 -2.372 0.702
H -0.591 1.100 -1.275
H -2.354 -2.137 -0.201
H -1.836 -0.986 -1.454
H -3.126 -0.558 -0.307
H -0.567 3.174 -0.160
H -0.731 2.415 1.370
H 2.573 -1.205 0.384
H 1.714 -0.433 1.572
*
```

For the HOMO-LUMO gap, the calculation gives 8.92 eV. Its lowest unoccupied orbital energy is -3.1 eV.

Results of the Mulliken charge analysis, in e, for atoms 1 through 4: number 1, C, carries -0.944; number 2, C, carries -0.600; number 3, C, carries -0.024; number 4, C, carries -1.125

Entry from the Open Molecules 2025 dataset: C4H12N2S in the gas phase at a distorted geometry (ωB97M-V/def2-TZVPD).

ORCA input file:
```
! wB97M-V def2-TZVPD RIJCOSX def2/J DEFGRID3
* xyz 0 1
N -2.147 -1.193 1.027
C -2.146 -0.408 -0.206
C -1.214 0.783 -0.028
N 0.159 0.305 0.252
C 1.216 0.928 -0.520
C 2.424 0.008 -0.629
S 3.317 -0.244 0.927
H -1.282 -1.727 1.083
H -2.875 -1.898 1.036
H -3.160 -0.006 -0.306
H -1.932 -0.947 -1.122
H -1.191 1.327 -0.974
H -1.572 1.350 0.830
H 0.331 0.448 1.240
H 0.873 1.128 -1.528
H 1.547 1.872 -0.115
H 3.145 0.327 -1.385
H 2.085 -0.959 -1.021
H 2.424 -1.095 1.439
*
```

As for the SMILES: NCCNCCS. For the HOMO-LUMO gap, the calculation gives 9.86 eV. Its lowest unoccupied orbital energy is 1.0 eV.

Results of the Mulliken charge analysis, in e, for atoms 1 through 4: number 1, N, carries -0.615; number 2, C, carries -0.567; number 3, C, carries -0.566; number 4, N, carries -0.116

Entry from the Open Molecules 2025 dataset: 2 unconnected molecules or ions with the total composition C4H12N2S at a distorted geometry (ωB97M-V/def2-TZVPD).

ORCA input file:
```
! wB97M-V def2-TZVPD RIJCOSX def2/J DEFGRID3
* xyz 0 1
C -1.389 -0.341 1.894
N -1.497 0.817 2.771
C -0.901 1.868 2.445
N -0.019 2.038 1.323
H -2.355 -0.498 1.417
H -1.110 -1.201 2.500
H -0.638 -0.215 1.110
H -0.981 2.759 3.074
H -0.228 2.915 0.844
H 0.928 2.146 1.686
C 2.359 -0.351 -2.220
C 1.371 -1.046 -1.263
S -0.199 -1.356 -2.129
H 1.849 0.462 -2.729
H 2.714 -1.120 -2.905
H 3.212 0.017 -1.654
H 1.789 -2.001 -0.944
H 1.222 -0.458 -0.358
H -0.868 -1.771 -1.044
*
```

As for the SMILES: C/N=C\N.CCS. For the HOMO-LUMO gap, the calculation gives 9.71 eV. Its lowest unoccupied orbital energy is 0.8 eV.

Results of the Mulliken charge analysis, in e, for atoms 1 through 4: number 1, C, carries -0.166; number 2, N, carries -0.461; number 3, C, carries 0.002; number 4, N, carries -0.563

Entry from the Open Molecules 2025 dataset: C4H12N2S in the gas phase at a distorted geometry (ωB97M-V/def2-TZVPD).

ORCA input file:
```
! wB97M-V def2-TZVPD RIJCOSX def2/J DEFGRID3
* xyz 0 1
C -1.132 -1.465 -0.503
C -0.208 -0.616 0.403
C -0.826 -0.530 1.803
S -0.046 0.532 3.067
N 0.096 0.721 -0.057
C 1.180 0.744 -1.046
N 0.996 1.727 -2.092
H -0.480 -2.256 -0.844
H -2.063 -1.835 -0.079
H -1.465 -0.858 -1.349
H 0.757 -1.103 0.559
H -1.820 -0.089 1.718
H -0.977 -1.497 2.281
H 1.204 0.097 2.870
H -0.710 1.224 -0.407
H 2.101 0.931 -0.482
H 1.242 -0.233 -1.507
H 1.891 2.107 -2.345
H 0.259 2.400 -1.990
*
```

As for the SMILES: C[C@H](CS)NCN. For the HOMO-LUMO gap, the calculation gives 9.45 eV. Its lowest unoccupied orbital energy is 1.0 eV.

Results of the Mulliken charge analysis, in e, for atoms 1 through 4: number 1, C, carries -1.312; number 2, C, carries 0.194; number 3, C, carries -1.101; number 4, S, carries -0.216

Entry from the Open Molecules 2025 dataset: C4H12N2S in the gas phase at a distorted geometry (ωB97M-V/def2-TZVPD).

ORCA input file:
```
! wB97M-V def2-TZVPD RIJCOSX def2/J DEFGRID3
* xyz 0 1
C 2.519 0.739 -0.856
N 1.896 -0.580 -0.647
C 0.498 -0.572 -0.133
C 0.556 -0.324 1.376
N -0.630 -0.832 2.080
C -0.365 0.386 -0.939
S -2.141 0.302 -0.415
H 2.176 1.215 -1.788
H 3.592 0.547 -0.942
H 2.295 1.430 -0.050
H 1.882 -1.027 -1.552
H 0.143 -1.570 -0.317
H 1.486 -0.810 1.674
H 0.718 0.754 1.553
H -0.442 -0.785 3.083
H -1.372 -0.137 1.967
H -0.378 0.049 -1.972
H -0.126 1.439 -0.870
H -2.536 1.234 -1.289
*
```

As for the SMILES: CN[C@@H](CN)CS. For the HOMO-LUMO gap, the calculation gives 9.80 eV. Its lowest unoccupied orbital energy is 0.8 eV.

Results of the Mulliken charge analysis, in e, for atoms 1 through 4: number 1, C, carries -0.885; number 2, N, carries -0.434; number 3, C, carries 0.024; number 4, C, carries -0.708

Entry from the Open Molecules 2025 dataset: C4H12N2S2 in the gas phase at a distorted geometry (ωB97M-V/def2-TZVPD).

ORCA input file:
```
! wB97M-V def2-TZVPD RIJCOSX def2/J DEFGRID3
* xyz 0 1
N 1.090 3.695 0.216
C 0.358 2.538 -0.456
C 1.121 1.378 -1.048
S 1.532 0.098 0.125
S -0.148 -0.458 1.267
C -1.418 -1.239 0.215
C -1.202 -2.566 -0.381
N -2.482 -3.138 -0.938
H 1.606 3.447 1.041
H 1.343 4.350 -0.379
H -0.323 2.161 0.317
H -0.230 3.099 -1.328
H 0.502 0.985 -1.881
H 2.184 1.574 -1.426
H -1.657 -0.329 -0.482
H -2.447 -1.305 0.772
H -0.762 -3.318 0.287
H -0.582 -2.442 -1.328
H -2.582 -2.843 -1.912
H -2.606 -4.186 -0.889
*
```

As for the SMILES: NCCSSCCN. For the HOMO-LUMO gap, the calculation gives 9.19 eV. Its lowest unoccupied orbital energy is 0.8 eV.

Results of the Mulliken charge analysis, in e, for atoms 1 through 4: number 1, N, carries -0.480; number 2, C, carries -0.353; number 3, C, carries -0.467; number 4, S, carries -0.072

Entry from the Open Molecules 2025 dataset: 2 unconnected molecules or ions with the total composition C4H12N3 at a distorted geometry (ωB97M-V/def2-TZVPD).

ORCA input file:
```
! wB97M-V def2-TZVPD RIJCOSX def2/J DEFGRID3
* xyz 1 1
C -0.454 -1.177 0.087
C 0.015 -2.636 0.035
C 1.902 -0.454 -0.096
C -0.620 3.512 -0.239
N -1.800 -0.747 -0.162
N 0.540 -0.231 -0.126
N -0.224 2.635 0.617
H -0.853 -3.228 0.339
H 0.368 -2.962 -0.989
H 0.914 -2.859 0.694
H 2.563 0.448 -0.362
H 2.321 -0.837 0.909
H 2.266 -1.108 -0.881
H 0.241 3.961 -0.825
H 0.069 0.762 0.009
H -1.690 3.809 -0.661
H -2.501 -1.398 0.285
H -0.990 2.378 1.264
H -2.068 0.132 0.103
*
```

For the HOMO-LUMO gap, the calculation gives 9.84 eV. Its lowest unoccupied orbital energy is -4.2 eV.

Results of the Mulliken charge analysis, in e, for atoms 1 through 4: number 1, C, carries 0.715; number 2, C, carries -1.107; number 3, C, carries -0.929; number 4, C, carries -0.166

Entry from the Open Molecules 2025 dataset: a gas-phase ion, C4H12N3 (charge +1) at a distorted geometry (ωB97M-V/def2-TZVPD).

ORCA input file:
```
! wB97M-V def2-TZVPD RIJCOSX def2/J DEFGRID3
* xyz 1 1
N 1.558 -2.180 1.451
C 0.742 -1.130 1.449
N -0.166 -0.542 0.662
C -1.001 -1.002 -0.404
C -1.070 0.309 -1.266
C -0.032 1.600 -1.205
N 0.111 1.941 0.244
H 1.755 -2.525 2.412
H 1.566 -2.784 0.654
H 1.192 -0.341 2.251
H -0.200 0.540 0.741
H -0.416 -1.812 -0.958
H -1.964 -1.393 -0.103
H -1.010 0.016 -2.436
H -2.133 0.753 -1.262
H -0.488 2.418 -1.759
H 0.976 1.183 -1.631
H 1.116 2.394 0.424
H -0.538 2.555 0.738
*
```

As for the SMILES: N/C=[NH+]\CCCN. For the HOMO-LUMO gap, the calculation gives 10.71 eV. Its lowest unoccupied orbital energy is -3.2 eV.

Results of the Mulliken charge analysis, in e, for atoms 1 through 4: number 1, N, carries -0.319; number 2, C, carries 0.069; number 3, N, carries -0.053; number 4, C, carries -0.303

Entry from the Open Molecules 2025 dataset: a gas-phase ion, C4H12N3 (charge +1) at a distorted geometry (ωB97M-V/def2-TZVPD).

ORCA input file:
```
! wB97M-V def2-TZVPD RIJCOSX def2/J DEFGRID3
* xyz 1 1
N 2.136 0.574 1.841
C 0.796 0.063 1.748
C 0.277 -0.193 0.562
N 1.217 0.035 -0.584
C -0.973 -0.859 0.118
C -1.818 0.118 -0.714
N -1.227 0.262 -2.045
H 2.100 1.519 2.205
H 2.714 0.022 2.462
H 0.268 -0.169 2.668
H 1.469 -0.879 -0.966
H 2.020 0.551 -0.197
H 0.680 0.516 -1.328
H -1.472 -1.337 0.956
H -0.742 -1.684 -0.563
H -1.733 1.117 -0.291
H -2.888 -0.116 -0.697
H -1.241 -0.584 -2.598
H -1.583 1.042 -2.577
*
```

As for the SMILES: N/C=C(\[NH3+])CCN. For the HOMO-LUMO gap, the calculation gives 10.66 eV. Its lowest unoccupied orbital energy is -3.0 eV.

Results of the Mulliken charge analysis, in e, for atoms 1 through 4: number 1, N, carries -0.614; number 2, C, carries -0.021; number 3, C, carries -0.210; number 4, N, carries -0.117

Entry from the Open Molecules 2025 dataset: a gas-phase ion, C4H12N3 (charge +1) at a distorted geometry (ωB97M-V/def2-TZVPD).

ORCA input file:
```
! wB97M-V def2-TZVPD RIJCOSX def2/J DEFGRID3
* xyz 1 1
C 2.334 0.003 0.130
C 0.964 0.062 -0.438
N 0.078 -1.152 -0.088
C 0.120 1.265 0.202
N -1.224 0.924 -0.225
C -1.944 0.030 0.376
N -3.113 -0.350 -0.050
H 2.999 -0.718 -0.341
H 2.523 -0.080 1.223
H 2.997 0.955 -0.034
H 1.069 -0.037 -1.500
H 0.304 -1.944 -0.543
H 0.228 -1.418 0.892
H 0.107 1.296 1.344
H 0.486 2.235 -0.230
H -1.372 1.302 -1.120
H -1.466 -0.129 1.402
H -3.306 -0.019 -0.966
H -3.809 -0.754 0.487
*
```

As for the SMILES: C[C@@H](N)CNC=[NH2+]. For the HOMO-LUMO gap, the calculation gives 11.04 eV. Its lowest unoccupied orbital energy is -2.8 eV.

Results of the Mulliken charge analysis, in e, for atoms 1 through 4: number 1, C, carries -1.478; number 2, C, carries 0.532; number 3, N, carries -0.560; number 4, C, carries -0.774

What is the formula in the eighth record? C4H12N2S2